DFT (the ωB97M-V functional and the def2-TZVPD basis) results for a molecular structure, C46H60BClF26INO20P.

```
157
Properties=species:S:1:pos:R:3
I -3.04568 0.63110 -2.25012
Cl -0.69883 -0.57101 -3.01243
P 0.26170 -0.33425 2.03642
F -0.62194 10.76695 2.15407
F -7.70425 -0.10836 -4.04495
F 1.69405 -5.54856 -4.76896
F -1.83748 9.00775 2.46174
F 0.09654 -4.21079 -5.33848
F -0.07930 -5.43970 5.36346
F -0.80999 -6.81342 6.85527
F 2.61201 -4.99784 -0.34555
F 6.67194 10.37100 3.63384
F 1.18371 -7.04587 6.07232
F 6.85530 -5.71679 -7.85769
F 1.98532 -4.13974 -2.28718
F 4.95488 10.64344 4.91885
F 7.76053 -7.08427 -6.46132
F 1.06273 2.85971 5.27943
F -8.24557 1.81327 -3.15500
F -6.20564 1.37610 -3.62588
F 3.97569 -3.87178 -1.58647
F 8.06968 -4.95673 -6.24478
F -8.29972 -0.07795 -1.26399
F -6.57979 1.25391 -1.03810
F 6.94390 10.87909 5.71155
F 2.71338 4.23129 5.20344
F 2.23271 3.02587 3.48514
F 0.13761 -6.22881 -6.08198
F -1.79729 9.99011 0.53577
O -2.86744 12.01386 3.04592
O 1.09543 1.40971 -0.41379
O 2.29365 -3.55548 -6.74262
O -4.09137 10.64752 1.74515
O -0.42623 4.78020 4.03276
O -1.39633 -8.52578 4.83024
O -3.36106 -3.83167 2.28570
O 0.26172 -7.08596 -2.14458
O -0.09689 1.19138 2.59656
O -1.16709 2.00458 -0.08011
O 5.30035 8.02415 4.54879
O -0.87073 -5.32587 -1.47964
O 4.87860 -5.34051 -6.03890
O 1.90352 -5.39312 -7.97978
O 7.04046 8.17740 5.96442
O -0.03250 -7.33938 3.49227
O 1.48696 5.80286 3.43442
O 2.82772 -1.57209 -1.14746
O -5.41729 -4.71653 2.49263
O 6.21570 -6.22415 -4.46169
N -0.51086 -0.40007 0.33410
C 2.70972 -3.96966 -1.17833
C -1.79335 10.21316 1.85383
C -2.08138 -2.21036 1.17523
C -0.41003 -8.14613 2.35911
C -0.87684 3.20121 -0.82014
C 5.24565 6.60133 4.75199
C -3.38717 0.80682 2.02795
C 1.69787 3.73421 4.49300
C -2.52838 -1.12487 -0.98154
C -5.41735 12.65352 1.32273
C -3.86644 -1.89303 -1.10257
C -1.11758 -3.04627 -2.47005
C -1.14454 -1.74176 -1.63843
C -7.36230 0.83678 -3.18455
C -0.60732 -7.64955 4.64974
C 6.24804 8.67164 5.22174
C 4.15638 -7.28097 -3.69361
C -7.08732 0.24186 -1.76440
C 0.91140 -5.18779 -5.79376
C 0.80691 -2.66548 -0.09378
C 2.32723 -2.66558 -0.42574
C 0.27420 7.86489 3.94009
C -5.29371 11.36084 2.10080
C 2.35478 -2.42895 -8.90859
C 4.56105 6.25564 6.05649
C -4.51102 -4.13161 2.98332
C 1.75058 -4.73948 -6.99509
C -5.16126 -1.10987 -0.71331
C -2.81913 0.04282 1.30058
C 0.76656 4.83360 3.97353
C 7.17004 -5.89215 -6.57758
C 3.15665 -3.02863 -7.77283
C 2.08739 -0.39308 1.93924
C -2.96926 11.09241 2.29499
C 5.14219 -6.14590 -3.50665
C -1.95979 -0.80836 0.43384
C -6.15813 -0.96302 -1.90010
C -3.33624 -2.39402 2.03599
C -1.75615 -7.72151 1.81411
C -0.07549 -6.72627 5.75290
C -1.80263 -4.31537 -1.94889
C 6.20423 10.16417 4.87230
C 0.02005 -1.47341 -0.62389
C -0.45209 -6.18212 -2.45033
C 5.93035 -5.78645 -5.68128
C 0.74990 6.91088 2.86804
B -0.21094 1.05451 -0.07294
H -2.55217 -4.21175 -1.16611
H 5.60399 -6.21535 -2.52357
H -5.60233 -0.90493 -2.83744
H 1.75783 -3.18660 -9.41507
H -1.23272 -2.42714 1.82842
H -0.43601 7.38464 4.61383
H 0.40153 -3.59248 -0.52671
H 4.65455 -5.17487 -3.57064
H -6.11899 10.69641 1.85330
H 1.11498 8.20613 4.54732
H -0.19750 8.71689 3.50065
H -3.68950 1.50568 2.78085
H -1.81459 3.76248 -0.88235
H 4.67365 6.20134 3.91579
H -1.75037 -6.65518 1.57850
H -0.56607 2.99160 -1.84770
H -4.28200 -2.16722 1.53907
H 2.46331 0.36335 2.64220
H 2.90119 -2.70865 0.50413
H -0.27046 1.07034 3.54035
H -5.36470 12.45971 0.25065
H 3.01877 -1.96916 -9.63946
H 4.46127 5.18029 6.15869
H 1.66627 -1.67060 -8.53202
H 3.38945 -7.25203 -2.91881
H -0.16290 3.82510 -0.27982
H 2.40795 -1.36392 2.32980
H -6.36549 13.14115 1.54608
H 3.56949 6.70902 6.09735
H -0.07691 6.53994 2.26181
H -4.97276 -0.16963 -0.19675
H 6.24676 6.17388 4.69725
H -0.39688 -9.20289 2.62357
H 3.75839 -2.25943 -7.29331
H -3.97508 -2.14364 -2.16696
H -2.08510 -3.04391 0.46173
H -0.06381 -3.29170 -2.65640
H 1.44209 7.41909 2.19950
H -4.53969 -3.77217 4.02841
H -5.69901 -1.73374 0.01687
H 0.69301 -2.84826 0.98151
H 2.42822 -1.54995 -2.02668
H -6.78883 -1.85810 -1.90768
H 3.83729 -3.80351 -8.12264
H 3.66603 -7.22322 -4.66485
H 4.66909 -8.24225 -3.64587
H 0.36210 -7.98965 1.60814
H -1.99806 -8.28171 0.91147
H -5.32338 11.53307 3.17629
H -2.54954 -7.88696 2.54260
H 1.24604 1.29361 -1.36026
H 0.65092 -0.87238 -1.27823
H 2.55005 -0.18501 0.96886
H 5.12296 6.62985 6.91172
H -3.25649 -1.93980 3.02988
H -0.69573 -6.07259 -3.51955
H -3.90888 -2.84472 -0.56411
H -1.52100 -2.82097 -3.45939
H -2.32810 -4.77317 -2.79863
H -4.60992 13.34227 1.56854
```

Calculated values
Total energy (hartree): -7068.8332
Total charge: +1